{
  "formula": "C18H15Cl4N3OS2",
  "method": "ωB97M-V/def2-TZVPD",
  "species": ["C", "N", "C", "N", "N", "C", "C", "H", "H", "S", "O", "C", "C", "C", "C", "C", "C", "C", "Cl", "H", "H", "H", "Cl", "H", "H", "S", "C", "C", "C", "C", "C", "C", "C", "Cl", "H", "H", "H", "Cl", "H", "H", "H", "H", "H"],
  "coordinates": [[-0.479, -2.441, 1.571], [-0.631, -1.073, 1.172], [0.312, -0.087, 1.164], [-0.185, 1.025, 0.692], [-1.466, 0.790, 0.376], [-1.743, -0.455, 0.658], [-3.011, -1.127, 0.381], [-3.251, -1.895, 1.114], [-3.827, -0.415, 0.296], [-2.886, -2.036, -1.269], [-4.211, -2.606, -1.482], [-2.826, -0.475, -2.296], [-2.123, -0.785, -3.565], [-2.753, -0.766, -4.811], [-2.072, -1.087, -5.975], [-0.737, -1.441, -5.916], [-0.080, -1.478, -4.698], [-0.777, -1.157, -3.548], [0.047, -1.216, -2.031], [0.960, -1.755, -4.637], [-0.206, -1.691, -6.820], [-2.592, -1.058, -6.919], [-4.418, -0.328, -4.930], [-2.289, 0.273, -1.713], [-3.857, -0.175, -2.462], [1.939, -0.336, 1.711], [2.518, 1.410, 1.697], [2.954, 1.825, 3.059], [4.303, 1.884, 3.414], [4.709, 2.263, 4.684], [3.761, 2.584, 5.637], [2.415, 2.523, 5.325], [2.024, 2.144, 4.051], [0.335, 2.068, 3.695], [1.665, 2.766, 6.061], [4.071, 2.878, 6.627], [5.761, 2.300, 4.917], [5.524, 1.480, 2.260], [1.660, 1.981, 1.340], [3.337, 1.462, 0.983], [-0.525, -3.098, 0.699], [0.488, -2.557, 2.057], [-1.270, -2.718, 2.270]],
  "lowdin_charge": [-0.02, -0.08, -0.70, 0.00, 0.06, -0.43, -0.21, 0.09, 0.11, 0.90, -0.52, -0.29, -0.32, -0.59, -0.10, -0.07, -0.10, -0.59, 0.78, 0.11, 0.11, 0.10, 0.73, 0.07, 0.07, 0.98, -0.42, -0.34, -0.60, -0.11, -0.07, -0.10, -0.60, 0.76, 0.10, 0.11, 0.10, 0.72, 0.06, 0.05, 0.09, 0.07, 0.10],
  "e_above_lowest_kcal_mol": 4.4,
  "homo_energy_ev": -8.42,
  "total_energy_ha": -3571.563505,
  "homo_lumo_gap_ha": 0.326
}